Entry a
# C51H56BrGeN2O7Pb

A molecular structure, C51H56BrGeN2O7Pb (wB97M-V/def2-TZVPD, the Open Molecules 2025 dataset).

Calculated values
net charge	+1
molar mass	1168.7	g mol⁻¹

Positions of all 119 atoms, in Å:
Pb1 0.6512 -1.3451 0.3144
O1 -2.2225 -2.8079 -3.2512
C1 -1.5352 -2.6176 -2.1388
O2 -1.2619 -1.5159 -1.7018
C2 -1.1160 -3.8727 -1.4736
C3 -1.4656 -5.1181 -1.9979
C4 -1.0637 -6.2534 -1.3189
C5 -0.3443 -6.1110 -0.1368
C6 -0.0397 -4.8285 0.3145
N1 -0.4160 -3.7401 -0.3496
C7 0.6396 -4.5293 1.6172
O3 1.1523 -5.5219 2.3118
O4 0.6677 -3.3951 2.0415
H1 -2.4565 -1.9655 -3.6787
H2 -2.0390 -5.1701 -2.9087
H3 -1.3159 -7.2322 -1.6957
H4 -0.0528 -6.9923 0.4137
H5 1.1543 -6.3789 1.8611
C8 1.7692 2.4326 2.0043
N2 0.8147 1.7415 1.1470
C9 1.1502 2.0169 -0.2471
C10 -0.5388 2.1942 1.4797
C11 -1.5769 1.3506 0.7972
C12 -2.2512 1.8536 -0.3088
C13 -3.1924 1.1113 -0.9941
C14 -3.4671 -0.1809 -0.5834
C15 -2.7985 -0.7178 0.5002
C16 -1.8681 0.0442 1.2075
H6 1.7401 3.5189 1.8382
H7 2.7744 2.0717 1.7954
H8 1.5368 2.2430 3.0517
H9 1.2348 3.0931 -0.4475
H10 0.3887 1.6049 -0.9086
H11 2.1098 1.5576 -0.4848
H12 -0.6767 3.2511 1.1921
H13 -0.6553 2.1306 2.5664
H14 -2.0295 2.8575 -0.6330
H15 -3.6982 1.5426 -1.8429
H16 -4.1910 -0.7788 -1.1146
H17 -2.9754 -1.7390 0.8056
C17 -0.1342 -0.4966 8.3609
C18 0.3373 0.7348 7.5733
C19 -0.3149 2.0210 8.0911
C20 1.8489 0.8661 7.7569
C21 -0.0569 0.4936 6.1292
C22 0.8673 0.1462 5.1635
C23 0.4478 -0.1856 3.8889
Br1 1.9123 -0.8007 2.7346
C24 -0.8904 -0.1712 3.4916
O5 -1.1877 -0.6416 2.2188
C25 -1.8533 0.1205 4.4868
C26 -1.3950 0.4659 5.7528
C27 -3.3573 -0.0714 4.2716
C28 -4.1699 0.0291 5.5709
C29 -3.9592 0.9882 3.3373
C30 -3.5806 -1.5045 3.7635
H18 0.1712 -0.4212 9.3996
H19 0.3119 -1.3959 7.9415
H20 -1.2139 -0.6041 8.3252
H21 -0.0164 2.2020 9.1199
H22 -1.3990 1.9747 8.0601
H23 0.0106 2.8673 7.4895
H24 2.0593 1.0863 8.7991
H25 2.2522 1.6743 7.1542
H26 2.3616 -0.0574 7.5080
H27 1.9197 0.1041 5.3785
H28 -2.1238 0.6785 6.5120
H29 -4.1262 1.0255 6.0016
H30 -3.8508 -0.7006 6.3110
H31 -5.2101 -0.1765 5.3271
H32 -3.9935 1.9466 3.8495
H33 -4.9769 0.7022 3.0818
H34 -3.4056 1.1201 2.4183
H35 -3.3545 -2.2033 4.5665
H36 -2.9468 -1.7583 2.9256
H37 -4.6183 -1.6329 3.4678
O6 3.3501 -0.3996 -2.3473
C31 2.7120 -1.3908 -2.0530
O7 2.4937 -1.7936 -0.8422
C32 1.9871 -2.1447 -3.1587
C33 0.9419 -1.1648 -3.6519
Ge1 1.6520 0.5351 -4.4568
C34 2.4989 2.1107 -3.5833
C35 3.8759 2.2341 -3.4875
C36 4.4453 3.3994 -3.0072
C37 3.6421 4.4629 -2.6311
C38 2.2648 4.3479 -2.7240
C39 1.6977 3.1775 -3.1993
C40 -0.0697 1.3347 -5.0823
C41 -0.0576 2.2426 -6.1355
C42 -1.2215 2.8366 -6.5872
C43 -2.4282 2.5436 -5.9743
C44 -2.4590 1.6649 -4.9058
C45 -1.2890 1.0685 -4.4670
C46 2.6881 -0.1429 -6.0062
C47 3.9824 -0.6238 -5.8539
C48 4.6617 -1.1677 -6.9308
C49 4.0492 -1.2432 -8.1706
C50 2.7502 -0.7896 -8.3264
C51 2.0751 -0.2465 -7.2479
H38 1.5324 -3.0621 -2.7692
H39 2.6762 -2.3906 -3.9668
H40 0.2898 -0.8915 -2.8246
H41 0.3322 -1.6280 -4.4324
H42 4.5091 1.4124 -3.7783
H43 5.5213 3.4824 -2.9403
H44 4.0943 5.3798 -2.2794
H45 1.6296 5.1766 -2.4393
H46 0.6207 3.1008 -3.2836
H47 0.8872 2.4902 -6.6014
H48 -1.1926 3.5334 -7.4130
H49 -3.3377 3.0083 -6.3237
H50 -3.4004 1.4449 -4.4165
H51 -1.3348 0.3997 -3.6137
H52 4.4568 -0.5792 -4.8833
H53 5.6693 -1.5395 -6.8030
H54 4.5838 -1.6565 -9.0133
H55 2.2596 -0.8642 -9.2864
H56 1.0590 0.1030 -7.3731


Entry b
# C51H56BrGeN2O7Pb

A molecular structure, C51H56BrGeN2O7Pb (wB97M-V/def2-TZVPD, the Open Molecules 2025 dataset).

Calculated values
net charge	+1
molar mass	1168.7	g mol⁻¹

Positions of all 119 atoms, in Å:
Pb1 -0.2047 0.8990 0.0729
O1 -1.2091 3.5197 -3.9793
C1 -0.9149 3.0667 -2.7663
O2 -0.2587 2.0744 -2.5564
C2 -1.5064 3.9209 -1.6746
C3 -2.2448 5.0636 -1.9560
C4 -2.7546 5.7892 -0.8926
C5 -2.5129 5.3443 0.3984
C6 -1.7690 4.1857 0.5752
N1 -1.2660 3.4987 -0.4404
C7 -1.4026 3.5964 1.9224
O3 -1.9431 4.1149 3.0182
O4 -0.6325 2.6721 2.0102
H1 -0.8363 2.9101 -4.6372
H2 -2.4080 5.3648 -2.9798
H3 -3.3347 6.6847 -1.0649
H4 -2.9025 5.9096 1.2346
H5 -2.6127 4.7853 2.8300
C8 0.5018 -2.7504 0.2553
N2 0.8685 -1.5637 -0.5217
C9 0.2858 -1.6906 -1.8611
C10 2.3366 -1.4487 -0.6115
C11 2.7546 -0.1206 -1.1896
C12 3.0705 -0.0246 -2.5445
C13 3.3725 1.1841 -3.1497
C14 3.3421 2.3465 -2.3907
C15 3.0558 2.2745 -1.0377
C16 2.8080 1.0458 -0.4366
H6 0.8703 -3.6647 -0.2271
H7 -0.5836 -2.8168 0.3351
H8 0.9270 -2.6873 1.2569
H9 0.5802 -2.6304 -2.3416
H10 0.6006 -0.8657 -2.5024
H11 -0.8039 -1.6943 -1.7877
H12 2.7240 -2.2569 -1.2478
H13 2.7640 -1.5900 0.3833
H14 3.0575 -0.9318 -3.1360
H15 3.6109 1.2173 -4.2038
H16 3.5627 3.3049 -2.8415
H17 3.0474 3.1654 -0.4281
C17 5.5005 -1.4098 5.9724
C18 4.9298 -2.3453 4.8962
C19 6.0566 -3.1989 4.3024
C20 3.9061 -3.2754 5.5476
C21 4.2979 -1.4848 3.8059
C22 2.9316 -1.3859 3.6292
C23 2.4379 -0.5419 2.6470
Br1 0.5348 -0.4901 2.5627
C24 3.2358 0.2259 1.8140
O5 2.5693 1.0718 0.9334
C25 4.6307 0.2166 2.0379
C26 5.0976 -0.6711 3.0040
C27 5.6314 1.1872 1.3756
C28 7.0278 1.1193 2.0171
C29 5.8578 0.8717 -0.1114
C30 5.1547 2.6274 1.6156
H18 5.9196 -1.9924 6.7938
H19 4.7176 -0.7659 6.3761
H20 6.2896 -0.7730 5.5704
H21 6.4933 -3.8278 5.0789
H22 6.8571 -2.5909 3.8816
H23 5.6744 -3.8502 3.5144
H24 4.4108 -3.9133 6.2731
H25 3.4248 -3.9228 4.8125
H26 3.1353 -2.7207 6.0842
H27 2.2387 -1.9584 4.2258
H28 6.1576 -0.7077 3.1778
H29 7.5112 0.1542 1.8672
H30 7.0050 1.3458 3.0834
H31 7.6543 1.8696 1.5330
H32 6.4186 -0.0594 -0.2079
H33 6.4512 1.6676 -0.5643
H34 4.9439 0.7686 -0.6914
H35 5.2502 2.8698 2.6751
H36 4.1190 2.7863 1.3409
H37 5.7764 3.3231 1.0504
O6 -3.1923 -1.5446 -0.7063
C31 -3.0666 -0.3431 -0.5540
O7 -2.2599 0.2037 0.3238
C32 -3.8577 0.6216 -1.4128
C33 -3.4215 0.5590 -2.8783
Ge1 -3.7106 -1.1547 -3.8218
C34 -2.5887 -2.7407 -3.5965
C35 -2.8638 -3.7233 -2.6444
C36 -2.1182 -4.8921 -2.5957
C37 -1.0858 -5.1008 -3.5007
C38 -0.8017 -4.1350 -4.4535
C39 -1.5512 -2.9660 -4.5012
C40 -3.3813 -0.6532 -5.6993
C41 -3.8966 -1.4305 -6.7385
C42 -3.6429 -1.1194 -8.0661
C43 -2.8517 -0.0240 -8.3844
C44 -2.3137 0.7495 -7.3682
C45 -2.5807 0.4350 -6.0409
C46 -5.6107 -1.5224 -3.5701
C47 -6.0815 -2.0499 -2.3651
C48 -7.4403 -2.2387 -2.1552
C49 -8.3512 -1.8967 -3.1442
C50 -7.9004 -1.3552 -4.3383
C51 -6.5406 -1.1667 -4.5473
H38 -3.7479 1.6350 -1.0190
H39 -4.9090 0.3356 -1.3448
H40 -2.3660 0.8486 -2.9859
H41 -4.0161 1.2655 -3.4614
H42 -3.6537 -3.5721 -1.9239
H43 -2.3471 -5.6449 -1.8522
H44 -0.5147 -6.0199 -3.4692
H45 -0.0064 -4.2959 -5.1708
H46 -1.3297 -2.2295 -5.2651
H47 -4.5001 -2.3014 -6.5071
H48 -4.0577 -1.7336 -8.8548
H49 -2.6514 0.2197 -9.4192
H50 -1.6855 1.5977 -7.6126
H51 -2.1362 1.0448 -5.2609
H52 -5.3825 -2.3040 -1.5776
H53 -7.7893 -2.6503 -1.2168
H54 -9.4101 -2.0516 -2.9838
H55 -8.6080 -1.0767 -5.1086
H56 -6.2052 -0.7388 -5.4844


Winner for stability: entry b


Entry a
# C6H9ClS

C6H9ClS in the gas phase (wB97M-V/def2-TZVPD, the Open Molecules 2025 dataset).

Calculated values
net charge	0
SMILES	Cl[C@H]1C[C@H]2CS[C@H]2C1
molar mass	148.7	g mol⁻¹

Positions of all 17 atoms, in Å:
Cl1 -3.0244 -0.6982 0.8054
C1 -1.5027 0.2295 0.4431
C2 -0.4248 -0.5267 1.0136
C3 0.7025 0.2887 0.4834
C4 2.0061 -0.4322 0.1063
S1 1.7144 -0.5287 -1.7114
C5 0.3995 0.6056 -1.0353
C6 -1.1252 0.2761 -0.9711
H1 -1.6822 1.0937 1.0978
H2 -0.4121 -1.3875 0.2335
H3 -0.2972 -0.7597 2.1672
H4 0.7339 1.2826 0.9196
H5 2.8768 0.3357 0.2720
H6 2.0956 -1.2710 0.8289
H7 1.0587 1.3959 -1.5527
H8 -1.8546 0.8101 -1.5800
H9 -1.2643 -0.7141 -1.5204


Entry b
# C6H9ClS

A molecular structure, C6H9ClS (wB97M-V/def2-TZVPD, the Open Molecules 2025 dataset).

Calculated values
net charge	0
molar mass	148.7	g mol⁻¹

Positions of all 17 atoms, in Å:
C1 2.3439 -0.1736 -0.5035
C2 0.4346 1.1828 0.5139
C3 -0.6136 0.4497 0.4413
C4 -1.6195 0.5699 1.4635
C5 -0.6916 -0.8295 -0.4029
C6 -1.0298 -0.6295 -1.8285
H1 1.3547 -0.9516 -0.8996
H2 3.4018 -0.1278 -1.5057
H3 2.7411 -0.5157 0.7970
H4 0.4741 1.8317 1.5776
H5 -1.4546 1.3595 2.1665
H6 -2.4733 0.5379 1.0054
H7 -0.8256 -1.8619 0.0958
H8 -1.0420 0.4099 -2.6596
H9 -1.0220 -1.5726 -2.4758
S1 1.8809 1.4026 -0.2294
Cl1 -1.8590 -1.0818 2.4439


Entry c
# C6H9ClS

C6H9ClS in the gas phase (wB97M-V/def2-TZVPD, the Open Molecules 2025 dataset).

Calculated values
net charge	0
SMILES	C/C(C=S)=C\[C@@H](C)Cl
molar mass	148.7	g mol⁻¹

Positions of all 17 atoms, in Å:
C1 -0.1459 1.8051 -1.0442
C2 -0.0587 0.3385 -1.0928
C3 0.0394 -0.2361 -2.4745
S1 0.1992 0.6810 -3.8061
C4 0.0375 -0.5230 -0.0905
C5 0.2212 -0.2254 1.3531
C6 -0.3338 -1.3251 2.2478
Cl1 1.9319 -0.0604 1.8116
H1 0.7746 2.2398 -1.4754
H2 -0.9792 2.1695 -1.5966
H3 -0.1351 2.2568 -0.0211
H4 0.1699 -1.3149 -2.4643
H5 0.0777 -1.5390 -0.3832
H6 -0.3427 0.6592 1.6137
H7 -0.0695 -1.1823 3.2831
H8 -1.4004 -1.4251 2.1850
H9 0.0140 -2.3186 1.9545


Winner for stability: entry c